(1)
Formula: C12H24BrF12N2O16S4V
Source: OMol25
Level of theory: ωB97M-V/def2-TZVPD

Structure (ORCA input):
```
! wB97M-V def2-TZVPD RIJCOSX def2/J DEFGRID3
* xyz -2 1
O 2.1130 11.5624 13.9420
V 1.9252 10.6055 12.6964
O 2.8291 11.0999 11.4742
C 2.4215 12.7841 7.3929
C 2.6796 12.7884 8.9029
C 4.0357 13.4062 9.1733
O 4.9969 12.4997 8.6612
C 6.2877 12.7630 9.1752
N 1.6352 13.6258 9.5629
H 0.8927 14.0349 9.0062
H 1.1302 13.0088 10.1945
H 1.9996 14.3024 10.2594
H 2.7101 13.7383 6.9454
H 1.3985 12.5881 7.0673
H 3.0258 11.9819 6.9715
H 2.6506 11.8141 9.3925
H 4.1896 13.3589 10.2588
H 4.1689 14.4191 8.7790
H 6.2739 12.6713 10.2644
H 6.6859 13.7371 8.8753
H 6.9485 11.9946 8.7758
C 5.4100 14.4646 15.9994
C 5.0912 12.9771 16.1130
C 3.7935 12.7543 16.9078
O 3.3732 11.4316 16.7909
C 2.6211 10.9430 17.8485
N 5.0280 12.2646 14.7858
H 5.6925 12.5162 14.0541
H 5.0179 11.2401 14.9240
H 4.1917 12.5659 14.2332
H 5.5105 14.8839 17.0001
H 4.6225 15.0044 15.4938
H 6.2986 14.6649 15.3995
H 5.9497 12.5048 16.5930
H 3.0223 13.4606 16.6228
H 4.0205 13.0760 17.9341
H 2.3448 9.9050 17.6486
H 1.6440 11.4218 17.9660
H 3.2053 10.8555 18.7727
C 1.3619 6.8302 9.4136
F 2.6708 6.6597 9.3827
F 0.8199 6.5358 8.2301
F 0.7647 6.0467 10.3122
S 0.9893 8.6837 9.7474
O 1.5750 8.9455 11.0755
O 1.6646 9.4534 8.6985
O -0.4601 8.7919 9.6836
C 1.4652 15.4602 14.0247
F 0.4444 14.6922 13.7163
F 1.0230 16.7123 14.2232
F 2.0487 15.0730 15.1497
S 2.7408 15.3294 12.6136
O 3.2864 13.9749 12.5758
O 1.9245 15.6286 11.4210
O 3.7646 16.3356 12.8620
C 0.9650 7.5819 15.9556
F 2.2975 7.6434 15.9837
F 0.6275 6.3289 16.3017
F 0.4864 8.4605 16.8366
S 0.2410 7.9116 14.2189
O -1.1901 7.8876 14.4029
O 0.7377 9.2799 13.9652
O 0.8217 6.9470 13.3085
C 6.0300 8.6416 12.6076
F 6.2456 9.8768 12.0977
F 5.6201 7.8308 11.6459
F 7.1644 8.2486 13.1856
S 4.6789 8.7135 14.0115
O 4.6736 7.3649 14.5155
O 5.1753 9.7235 14.9268
O 3.4949 9.1809 13.3187
Br -0.4727 11.8469 11.9661
*
```

For the LUMO energy, the calculation gives 3.82 eV. The energy above the lowest of the compared OMol25 structures with the same formula, charge and spin is 0.00 kJ/mol. For the largest force on an atom, the calculation gives 2.9 eV Å⁻¹. The calculation puts the HOMO-LUMO gap at 7.24 eV.

Results of the Mulliken charge analysis, in e, for atoms 1 through 5: number 1, O, carries -0.07; number 2, V, carries 0.39; number 3, O, carries -0.15; number 4, C, carries -1.78; number 5, C, carries 1.29

=====

(2)
Formula: C2H6O2
Source: OMol25
Level of theory: ωB97M-V/def2-TZVPD

Structure (ORCA input):
```
! wB97M-V def2-TZVPD RIJCOSX def2/J DEFGRID3
* xyz 0 1
C -0.6058 0.4144 -0.3026
C 0.8872 0.3776 0.1850
H -1.4529 -0.8043 0.9099
H -0.5592 0.4503 -1.3818
H -1.3056 1.2400 0.0374
H 0.9812 0.4409 1.3217
H 1.5749 1.0883 -0.3588
H 0.3849 -1.4338 -0.1809
O -1.2267 -0.8261 -0.0073
O 1.3219 -0.9474 -0.2226
*
```

For the LUMO energy, the calculation gives 0.79 eV. The energy above the lowest of the compared OMol25 structures with the same formula, charge and spin is 104.49 kJ/mol. For the largest force on an atom, the calculation gives 3.0 eV Å⁻¹. The calculation puts the HOMO-LUMO gap at 10.77 eV. Its SMILES is OCCO.

Results of the Mulliken charge analysis, in e, for atoms 1 through 5: number 1, C, carries -0.34; number 2, C, carries -0.28; number 3, H, carries 0.32; number 4, H, carries 0.24; number 5, H, carries 0.31

=====

(3)
Formula: C14H15O2
Source: OMol25
Level of theory: ωB97M-V/def2-TZVPD

Structure (ORCA input):
```
! wB97M-V def2-TZVPD RIJCOSX def2/J DEFGRID3
* xyz -1 1
C 4.7853 -2.6043 2.7439
C 3.9000 -2.6239 1.5208
O 2.8944 -1.5989 1.6199
C 2.0536 -1.5445 0.5207
C 0.9820 -0.5973 0.6788
C 0.0317 -0.3024 -0.4009
O 2.2272 -2.2356 -0.4774
H 5.5094 -3.4184 2.6783
H 5.3357 -1.6627 2.8079
H 4.1979 -2.7367 3.6553
H 4.5073 -2.4568 0.6202
H 3.4000 -3.5989 1.4402
H 0.9753 0.0652 1.5663
H -0.7031 -1.0931 -0.4229
H 0.4694 -0.1034 -1.3719
C -0.8145 0.8159 -0.0239
C -1.8326 0.5051 1.1056
C -3.0633 0.8915 0.6789
C -3.0745 1.4020 -0.6771
C -1.7651 1.3751 -1.1544
C -1.4431 2.1000 -2.2940
C -2.5038 2.6491 -3.0647
C -3.8436 2.4701 -2.6996
C -4.1306 1.8495 -1.4871
H -0.1219 1.6385 0.2318
H -1.5437 0.0586 2.0603
H -3.9716 0.8355 1.2414
H -0.3985 2.1967 -2.6037
H -2.2643 3.1642 -3.9926
H -4.6454 2.8397 -3.3456
H -5.1495 1.7201 -1.1548
*
```

For the LUMO energy, the calculation gives 3.17 eV. The energy above the lowest of the compared OMol25 structures with the same formula, charge and spin is 0.00 kJ/mol. For the largest force on an atom, the calculation gives 4.1 eV Å⁻¹. The calculation puts the HOMO-LUMO gap at 5.21 eV. Its SMILES is CCO/C([O-])=C/C[C@@H]1C=Cc2ccccc21.

Results of the Mulliken charge analysis, in e, for atoms 1 through 5: number 1, C, carries -1.20; number 2, C, carries -0.16; number 3, O, carries -0.33; number 4, C, carries -0.04; number 5, C, carries -0.41

=====

(4)
Formula: C5H13ClNO2P
Source: OMol25
Level of theory: ωB97M-V/def2-TZVPD

Structure (ORCA input):
```
! wB97M-V def2-TZVPD RIJCOSX def2/J DEFGRID3
* xyz 0 1
C 0.2014 0.0033 2.3318
C -2.0214 1.7634 -0.1571
C 3.1440 -0.6323 -0.3497
C -1.7965 -0.3818 -1.1883
C -0.6467 -1.4388 -1.1267
N 1.2095 -0.3383 1.4447
O -1.5452 0.4465 -0.0670
O 0.6133 -0.8235 -1.3944
P 1.4374 0.0462 -0.0639
Cl 1.4679 1.9175 -0.7582
H 0.5688 -0.3174 3.3372
H -0.7310 -0.5722 2.1778
H 0.0110 1.0186 2.4025
H -1.7732 2.0331 0.8469
H -3.1109 1.7995 -0.4087
H -1.4967 2.3364 -0.8205
H 3.2684 -1.7100 -0.4088
H 3.7095 -0.0056 -1.0510
H 3.4312 -0.4207 0.6902
H -2.7261 -0.9990 -1.2694
H -1.6626 0.3387 -2.0388
H -0.8364 -2.1140 -1.9283
H -0.7159 -1.9494 -0.2002
*
```

For the LUMO energy, the calculation gives 0.74 eV. The energy above the lowest of the compared OMol25 structures with the same formula, charge and spin is 173.41 kJ/mol. For the largest force on an atom, the calculation gives 4.9 eV Å⁻¹. The calculation puts the HOMO-LUMO gap at 9.54 eV. Its SMILES is CN=[P@](C)(Cl)OCCOC.

Results of the Mulliken charge analysis, in e, for atoms 1 through 5: number 1, C, carries -0.70; number 2, C, carries -0.88; number 3, C, carries -1.06; number 4, C, carries -0.40; number 5, C, carries -0.56

=====

(5)
Formula: CH8N5O
Source: OMol25
Level of theory: ωB97M-V/def2-TZVPD

Structure (ORCA input):
```
! wB97M-V def2-TZVPD RIJCOSX def2/J DEFGRID3
* xyz 1 1
C 0.5433 -1.7762 0.2448
N 1.2373 -0.7226 -0.0023
N -0.8220 -1.8154 0.2948
N 2.1496 1.2540 -0.3799
N -1.5385 0.8392 -0.3810
N 1.3921 0.4418 0.2827
O -1.1794 1.4563 0.8574
H 1.1356 -2.6091 0.3952
H -1.3359 -2.6408 -0.0424
H -1.1871 -0.8372 0.1720
H 2.3152 2.1438 0.0024
H 2.4137 1.3118 -1.3679
H -2.6435 0.8211 -0.4121
H -1.2670 1.5062 -1.1177
H -1.2134 0.6271 1.4539
*
```

For the LUMO energy, the calculation gives -4.61 eV. The energy above the lowest of the compared OMol25 structures with the same formula, charge and spin is 230.04 kJ/mol. For the largest force on an atom, the calculation gives 3.3 eV Å⁻¹. The calculation puts the HOMO-LUMO gap at 9.25 eV.

Results of the Mulliken charge analysis, in e, for atoms 1 through 5: number 1, C, carries 0.00; number 2, N, carries -0.07; number 3, N, carries -0.29; number 4, N, carries -0.34; number 5, N, carries -0.59

=====

(6)
Formula: C13H18N4O3S
Source: OMol25
Level of theory: ωB97M-V/def2-TZVPD

Structure (ORCA input):
```
! wB97M-V def2-TZVPD RIJCOSX def2/J DEFGRID3
* xyz 0 1
C 3.8577 -0.8929 1.2101
C 4.2697 0.1046 0.1342
O 4.9520 -0.2434 -0.8096
N 3.8127 1.4743 0.1992
C 2.7990 1.7097 -0.8828
C 2.2233 3.1236 -0.6659
C 0.8882 3.2041 0.1355
C 0.6000 1.9999 1.0855
C -0.5387 1.1026 0.5556
C -1.3919 0.5442 1.4617
C -2.5105 -0.2777 1.0482
C -2.7926 -0.5358 -0.2752
C -1.9053 0.0120 -1.2601
N -2.0556 -0.1548 -2.5784
S -0.7882 0.6792 -3.2020
N -0.0828 1.2598 -1.8796
C -0.7953 0.8251 -0.8204
H 2.7663 -1.0317 1.2280
H 4.2514 -0.6207 2.1979
H 4.3092 -1.8545 0.9243
H 4.6081 2.0857 0.0340
H 2.0663 0.9012 -0.8175
H 3.3594 1.6901 -1.8344
H 2.9599 3.8158 -0.2290
H 2.0111 3.5369 -1.6698
H 0.9650 4.0966 0.7811
H 0.0089 3.3588 -0.4989
H 0.1918 2.4302 2.0158
H 1.4930 1.4323 1.3802
H -1.2563 0.7110 2.5312
H -3.1552 -0.6834 1.8318
H -3.6603 -1.1400 -0.5346
C -4.2533 -4.6977 -0.7202
N -4.7988 -4.6219 0.6630
O -4.2531 -3.8659 1.4398
O -5.7534 -5.3248 0.9140
H -3.4091 -4.0208 -0.7976
H -3.9445 -5.7246 -0.8937
H -5.0481 -4.4069 -1.4013
*
```

For the LUMO energy, the calculation gives -0.64 eV. The energy above the lowest of the compared OMol25 structures with the same formula, charge and spin is 477.57 kJ/mol. For the largest force on an atom, the calculation gives 1.8 eV Å⁻¹. The calculation puts the HOMO-LUMO gap at 8.29 eV.

Results of the Mulliken charge analysis, in e, for atoms 1 through 5: number 1, C, carries -0.90; number 2, C, carries 0.50; number 3, O, carries -0.58; number 4, N, carries -0.30; number 5, C, carries -0.77